1.
ORCA calculation (the ωB97M-V functional and the def2-TZVPD basis) on a 18-piece molecular cluster, C16H43O23 overall in a non-equilibrium geometry.

```
82
Properties=species:S:1:pos:R:3:lowdin_charge:R:1
O 2.20957 -2.24970 -0.57107 -0.084
C 1.96755 -1.03721 -1.07550 -0.202
C 3.08939 0.12363 -1.40053 -0.038
C 4.54143 -0.35595 -1.99341 -0.013
C 5.63885 0.82252 -2.33696 -0.045
C 5.20498 2.39962 -2.09045 -0.023
C 3.72349 2.86838 -1.47703 0.035
C 2.64722 1.68530 -1.11644 -0.016
C 1.12569 1.94822 -0.47893 -0.176
O 0.92147 2.87904 0.45650 -0.017
C -0.05315 0.92871 -1.07087 0.030
C 0.38398 -0.61627 -1.40614 -0.040
C -0.59519 -1.78202 -2.03854 0.000
C -2.15568 -1.34184 -2.35130 0.007
C -2.63713 0.21540 -1.97999 -0.024
C -4.24155 0.53558 -2.28839 -0.104
O -5.02468 -0.65567 -1.88807 -0.237
O -4.84864 -0.94221 -0.62693 -0.094
C -1.61226 1.35647 -1.34293 0.055
C -2.17302 2.86413 -1.00644 -0.435
O -2.77852 3.67290 -1.90976 -0.168
O -2.07463 3.39888 0.37409 -0.250
H 4.72529 -1.51923 -2.12622 0.079
H 6.68766 0.46687 -2.73692 0.078
H 6.03844 3.20759 -2.36273 0.076
H 3.47084 4.00363 -1.33515 0.066
H -0.19646 -2.85941 -2.26424 0.100
H -2.91848 -2.10851 -2.82785 0.106
H -4.45449 0.78021 -3.41478 0.149
H -4.56781 1.42730 -1.56695 0.148
H -4.41111 -1.86589 -0.61954 0.134
O -1.36505 -2.63202 1.21117 -0.062
H -1.09034 -2.54429 2.13626 0.006
H -0.61866 -2.27025 0.71015 0.020
O 7.20262 -0.88571 -0.65418 -0.080
H 7.65257 -1.15490 0.16070 0.042
H 6.37076 -1.38242 -0.63717 0.013
O -3.83446 0.42618 2.18764 -0.057
H -4.30607 0.37714 1.34257 0.044
H -3.03352 0.93041 1.97968 0.064
O -7.66505 -1.31192 0.75777 -0.070
H -7.39034 -1.22419 1.68287 0.036
H -6.91866 -0.95016 0.25675 0.005
O 2.35670 5.45000 -1.83090 -0.077
H 1.42614 5.20619 -1.71438 0.045
H 2.32202 6.25505 -2.36912 0.042
O -3.41748 -3.74956 3.76712 -0.062
H -3.44326 -2.79954 3.95623 0.018
H -3.23440 -3.79402 2.81659 0.021
O -5.51294 2.50635 2.89808 -0.084
H -4.85968 1.79592 2.98467 -0.018
H -5.12253 3.24441 3.38985 0.013
O 2.67449 -4.94883 -2.09717 -0.074
H 2.87570 -4.09035 -1.69532 -0.005
H 3.25467 -5.56798 -1.62915 0.029
O 7.94417 2.38415 -2.98779 -0.088
H 8.58220 2.05090 -2.33907 0.059
H 8.47848 2.93416 -3.58023 0.054
O 0.03055 7.26066 -2.37276 -0.065
H -0.64196 7.85971 -2.73030 0.044
H -0.48374 6.57124 -1.92644 0.050
O -3.41294 -4.10982 -0.49497 -0.074
H -2.75968 -4.82025 -0.40838 0.044
H -3.02253 -3.37176 -0.00320 -0.012
O -5.74330 5.24200 4.80714 -0.062
H -6.67386 4.99819 4.92365 0.043
H -5.77798 6.04705 4.26891 0.043
O 0.52463 -3.31388 3.73540 -0.045
H 0.62276 -3.04062 4.65988 0.055
H 1.35747 -3.76721 3.53575 0.028
O 0.02244 -0.34820 2.58676 -0.056
H 0.26736 0.49106 3.00464 0.049
H 0.41506 -1.02030 3.16392 0.008
O 6.49357 -2.70269 -3.06670 -0.067
H 5.91324 -3.47865 -3.05836 0.042
H 7.19805 -2.94404 -3.68674 0.048
O 2.81108 -5.64250 2.63269 -0.060
H 2.57370 -5.32399 1.74886 0.041
H 2.52008 -6.56678 2.63428 0.046
O -3.17482 -0.32653 5.08962 -0.067
H -3.64643 -0.37557 4.24455 0.003
H -2.37389 0.17769 4.88166 0.034
```

## Properties
Energy ... -64362.3837 eV
Net charge ... -1
Lowest unoccupied orbital energy ... 0.0328 Ha
Maximum force ... 8.49 eV/Å
E_HOMO ... -5.00 eV
2S+1 ... 1
Kohn-Sham gap ... 5.89 eV
Relative energy (zero: lowest compared OMol25 entry of this formula, charge and spin) ... 1722.38 kJ/mol

---

2.
ORCA calculation (the ωB97M-V functional and the def2-TZVPD basis) on C38H24BrF5NO4P2S2SeTi as an isolated structure.

```
79
Properties=species:S:1:pos:R:3:mulliken_spin:R:1
Ti -1.80657 0.32711 -0.71894 0.093
O -1.11182 4.32408 -1.33206 0.060
C -1.46576 3.06722 -1.42696 0.107
O -1.30759 2.22217 -0.48109 0.036
C -2.05346 2.56064 -2.61497 0.253
C -2.27674 3.17684 -3.86033 -0.010
C -2.76361 2.42317 -4.89435 0.088
C -3.02320 1.03497 -4.71017 0.093
C -2.79834 0.50100 -3.47531 0.021
N -2.36179 1.24311 -2.45096 0.175
C -2.92486 -0.94818 -3.07283 -0.002
O -3.37808 -1.80230 -3.80282 0.004
O -2.46717 -1.13322 -1.85858 -0.010
H -0.74176 4.59048 -0.42627 -0.007
H -2.03883 4.22480 -3.98356 0.009
H -2.92892 2.87961 -5.86215 0.014
H -3.37125 0.39829 -5.51073 0.004
S 1.07324 0.19075 2.77694 0.000
P 0.12365 -1.07034 1.60675 0.004
C -0.14001 -0.61033 -0.05352 0.060
P 0.85423 -0.86622 -1.42824 -0.019
S 0.65493 0.61033 -2.74317 0.005
C 0.49249 -2.45653 -2.26501 -0.002
C 0.37621 -2.52604 -3.64801 0.005
C 0.07357 -3.73091 -4.26940 -0.001
C -0.10901 -4.87899 -3.51443 0.000
C 0.00806 -4.81831 -2.13168 0.000
C 0.30096 -3.61259 -1.51393 -0.004
C 2.60465 -1.01960 -0.94787 0.005
C 3.42134 -2.08918 -1.29165 0.001
C 4.74855 -2.11539 -0.88088 0.000
C 5.26160 -1.07303 -0.12284 0.000
C 4.44945 0.00436 0.21542 0.000
C 3.12863 0.03573 -0.19958 -0.001
C 0.97824 -2.70820 1.79505 0.000
C 0.30766 -3.91283 1.99982 0.000
C 1.00303 -5.10655 2.14882 0.000
C 2.38877 -5.11935 2.09451 0.000
C 3.06922 -3.92201 1.91669 0.000
C 2.37249 -2.73139 1.78452 0.000
C -1.54234 -1.48764 2.22481 0.006
C -1.98083 -1.00566 3.45123 0.002
C -3.22860 -1.37290 3.93514 -0.001
C -4.03200 -2.24146 3.20977 0.001
C -3.59925 -2.72707 1.98402 0.001
C -2.36633 -2.33738 1.48648 0.000
H 0.49830 -1.61858 -4.22618 0.002
H -0.03904 -3.76357 -5.34627 0.000
H -0.35805 -5.81599 -3.99874 0.000
H -0.14156 -5.70603 -1.52845 0.000
H 0.37533 -3.57613 -0.43691 0.002
H 3.02260 -2.91576 -1.86687 0.000
H 5.37753 -2.95782 -1.14437 0.000
H 6.29366 -1.09805 0.20750 0.000
H 4.83772 0.81692 0.81641 0.000
H 2.48773 0.86352 0.08136 0.001
H -0.77294 -3.93868 2.04719 0.000
H 0.45306 -6.02667 2.30870 0.000
H 2.93343 -6.05005 2.20197 0.000
H 4.15221 -3.90635 1.88435 0.000
H 2.91710 -1.80058 1.69311 0.000
H -1.34027 -0.32610 4.00048 0.000
H -3.57729 -0.96950 4.87811 0.000
H -5.00883 -2.51962 3.58793 0.000
H -4.23586 -3.37193 1.39142 0.000
H -2.05025 -2.67756 0.50498 -0.004
F 1.20174 10.18718 3.99464 0.000
C 0.87323 8.98194 3.48518 0.000
C 1.03592 8.71516 2.13925 0.000
F 1.52666 9.67585 1.33119 0.000
C 0.69323 7.47449 1.63358 0.000
F 0.87709 7.30566 0.31350 0.000
C 0.17855 6.43852 2.41418 0.000
Se -0.26289 4.72687 1.72104 0.000
C 0.02645 6.75621 3.76504 0.000
F -0.47007 5.85667 4.62615 0.000
C 0.36338 7.98758 4.29824 0.000
F 0.19433 8.23616 5.61171 0.000
Br -3.93505 0.62519 0.47291 0.008
```

## Properties
⟨S²⟩ ... 0.76
Energy ... -261823.1666 eV
Net charge ... -2
Lowest unoccupied orbital energy (spin up / spin down) ... 0.1497 / 0.1496 Ha
Maximum force ... 0.51 eV/Å
E_HOMO (spin up / spin down) ... -1.52 / -2.19 eV
2S+1 ... 2
Kohn-Sham gap (spin up / spin down) ... 5.59 / 6.26 eV
Relative energy (zero: lowest compared OMol25 entry of this formula, charge and spin) ... 141.05 kJ/mol

---

3.
ORCA calculation (the ωB97M-V functional and the def2-TZVPD basis) on C13H11CuI2N4S as an isolated structure in a non-equilibrium geometry.

```
32
Properties=species:S:1:pos:R:3:nbo_charge:R:1
Cu 0.76788 -1.10424 -2.60939 1.134
N 2.93383 -3.77090 -0.11664 -0.744
C 2.19340 -2.86637 -0.74885 0.314
S 2.17874 -2.91474 -2.49141 -0.294
N 1.50938 -2.01927 -0.00356 -0.402
N 0.82829 -1.10299 -0.65329 -0.268
C 0.26865 -0.06157 -0.12856 0.210
C 0.40435 0.29570 1.29721 -0.150
C 0.10215 -0.63309 2.29081 -0.104
C 0.24455 -0.28124 3.62256 -0.220
C 0.70816 0.98098 3.96546 -0.173
C 1.01857 1.90322 2.97569 -0.205
C 0.85953 1.56871 1.64165 -0.183
C -0.49964 0.78186 -1.05977 0.177
C -1.39286 1.74492 -0.61508 -0.209
C -2.10559 2.48457 -1.54602 -0.108
C -1.90748 2.25105 -2.89736 -0.232
C -1.02409 1.25684 -3.27230 0.082
N -0.33911 0.54041 -2.38130 -0.579
H 3.46886 -4.43928 -0.64048 0.420
H 2.96741 -3.77699 0.88907 0.424
H -0.24549 -1.61682 2.00737 0.220
H -0.00433 -0.99679 4.39505 0.229
H 0.83127 1.24719 5.00669 0.230
H 1.38575 2.88504 3.24347 0.230
H 1.10180 2.28437 0.86499 0.219
H -1.52943 1.89593 0.44535 0.258
H -2.81910 3.22947 -1.22048 0.245
H -2.43095 2.82259 -3.64957 0.251
H -0.86312 1.01871 -4.31555 0.223
I -2.97515 -1.80384 -2.08927 -0.069
I -5.63623 -1.80345 -2.20647 0.073
```

## Properties
⟨S²⟩ ... 0.76
Energy ... -91290.5708 eV
Net charge ... +1
Lowest unoccupied orbital energy (spin up / spin down) ... -0.1652 / -0.2110 Ha
Maximum force ... 1.19 eV/Å
E_HOMO (spin up / spin down) ... -11.65 / -11.59 eV
2S+1 ... 2
Kohn-Sham gap (spin up / spin down) ... 7.16 / 5.85 eV
Relative energy (zero: lowest compared OMol25 entry of this formula, charge and spin) ... 19.36 kJ/mol

---

4.
ORCA calculation (the ωB97M-V functional and the def2-TZVPD basis) on an isolated molecule of C4H5N2P in a non-equilibrium geometry.

```
12
Properties=species:S:1:pos:R:3:nbo_charge:R:1
C -0.13532 -0.45411 -1.60397 -0.094
C 0.89096 0.24334 -1.10130 -0.023
N 0.95815 0.55554 0.25733 -0.636
P -0.24639 1.64334 0.91638 0.648
C 0.01702 -0.16341 1.12247 -0.352
C -1.03631 -0.91227 0.45496 0.110
N -1.15926 -0.93128 -0.81013 -0.430
H -0.22210 -0.72485 -2.64489 0.206
H 1.71687 0.61787 -1.68711 0.208
H 0.59388 2.01843 1.97873 -0.058
H 0.42906 -0.50346 2.06698 0.232
H -1.80655 -1.38915 1.05056 0.190
```

## Properties
SMILES ... C1=CN2P[C@H]2C=N1
Energy ... -16495.5750 eV
Net charge ... 0
Lowest unoccupied orbital energy ... 0.0167 Ha
Maximum force ... 1.45 eV/Å
E_HOMO ... -8.23 eV
2S+1 ... 1
Kohn-Sham gap ... 8.68 eV
Relative energy (zero: lowest compared OMol25 entry of this formula, charge and spin) ... 132.32 kJ/mol

---

5.
ORCA calculation (the ωB97M-V functional and the def2-TZVPD basis) on C4H4O5Sc as an isolated structure in a non-equilibrium geometry.

```
14
Properties=species:S:1:pos:R:3:nbo_charge:R:1
O 1.16217 2.35885 0.34329 -0.600
C 1.32582 1.37353 1.02876 0.968
O 1.90200 1.17593 2.08003 -0.590
O 0.48362 -0.08037 0.49189 -0.714
C -0.93043 0.11037 0.15394 -0.309
H -1.29733 0.93252 0.78851 0.233
C -1.08276 0.55016 -1.29550 -0.693
H -0.50932 1.46255 -1.53427 0.310
H -0.76297 -0.22534 -2.00830 0.219
H -2.13492 0.79777 -1.50437 0.223
C 1.16047 -1.95889 0.30946 1.098
O 0.18584 -2.64894 0.55480 -0.793
O 2.24731 -2.01892 -0.14406 -0.380
Sc -1.74949 -1.82922 0.73583 2.027
```

## Properties
Energy ... -35139.3339 eV
Net charge ... +1
Lowest unoccupied orbital energy (spin up / spin down) ... -0.2772 / -0.2753 Ha
Maximum force ... 6.15 eV/Å
E_HOMO (spin up / spin down) ... -12.77 / -12.77 eV
2S+1 ... 1
Kohn-Sham gap (spin up / spin down) ... 5.23 / 5.28 eV
Relative energy (zero: lowest compared OMol25 entry of this formula, charge and spin) ... 391.47 kJ/mol

---

6.
ORCA calculation (the ωB97M-V functional and the def2-TZVPD basis) on a 8-piece molecular cluster, C41H46ClN3O10 overall in a non-equilibrium geometry.

```
101
Properties=species:S:1:pos:R:3:lowdin_charge:R:1
C -2.85006 -1.44426 -0.11156 0.010
C -1.38924 -2.07130 -0.03168 -0.104
N -0.33220 -1.13428 0.33302 0.004
C -0.18602 -0.75083 1.70236 0.034
C 0.73842 0.28227 1.73168 -0.003
N 1.14368 0.52420 0.48425 -0.055
C 0.51894 -0.27304 -0.30386 -0.066
C 2.25600 1.37580 0.04219 0.075
H -3.48297 -1.90851 -0.48905 -0.057
H -2.85817 -0.59996 -0.75812 0.057
H -3.10166 -1.11205 0.81862 0.045
H -0.99724 -2.47094 -1.15726 0.152
H -1.46807 -3.10239 0.45820 0.155
H -0.66855 -1.00444 2.51992 -0.012
H 1.15499 0.77576 2.68090 0.158
H 0.47339 -0.06069 -1.44315 0.176
H 1.87853 2.10131 -0.59893 0.074
H 2.98507 0.79502 -0.37920 0.079
H 2.66330 1.84172 0.78112 0.022
Cl -2.64684 -1.36505 4.34716 -0.508
N 2.19542 -0.57052 5.44315 0.040
C 0.89136 -0.26954 5.46146 -0.153
C 0.42089 1.06428 5.47880 -0.082
C 1.38737 2.06711 5.53076 -0.096
C 2.74420 1.73560 5.40017 -0.112
C 3.14297 0.38473 5.47066 -0.163
H 0.03861 -0.82699 5.61761 0.038
H -0.65974 1.23692 5.61264 0.104
H 1.07621 3.16263 5.50870 0.121
H 3.52744 2.42441 5.14530 0.067
H 4.31758 0.12445 5.31359 0.144
C 3.81146 4.08537 2.43923 0.066
C 5.02840 3.20138 1.89189 0.064
C 5.26434 3.20621 0.47510 -0.389
C 4.46973 4.13291 -0.27140 -0.023
C 3.36130 4.84787 0.21716 -0.074
C 2.99168 4.74598 1.51563 -0.421
O 1.97778 5.49941 1.85113 0.079
O 6.26405 2.49474 -0.01456 0.062
H 3.84678 4.14693 3.48480 0.064
H 5.65398 2.52741 2.49748 0.103
H 4.58608 4.36244 -1.45928 0.158
H 2.76119 5.49236 -0.40540 0.110
H 1.32982 5.79815 1.22182 0.108
H 6.55607 2.69755 -0.89571 0.108
C -5.76809 2.60710 -0.04973 -0.007
C -5.89409 1.21789 0.54959 0.031
C -5.24950 0.98094 1.74640 -0.390
C -4.40167 1.90203 2.29333 -0.086
C -4.20275 3.15059 1.85066 -0.033
C -4.92258 3.54345 0.55841 -0.300
O -4.75608 4.79560 -0.06503 -0.076
O -5.32586 -0.27907 2.20945 0.027
H -6.42221 2.95495 -0.93781 0.127
H -6.39251 0.52679 0.02145 0.062
H -3.74353 1.55396 3.24487 0.160
H -3.49610 3.76835 2.47062 0.124
H -5.60200 5.20971 -0.59264 0.184
H -4.51045 -0.33383 2.74804 0.002
C 0.40366 2.91063 -3.01249 0.027
C 0.12423 3.77830 -1.80924 0.066
C -1.05383 3.38589 -1.02608 -0.346
C -1.65314 2.20514 -1.24699 -0.076
C -1.51997 1.47942 -2.40359 -0.048
C -0.43636 1.80347 -3.23832 -0.346
O -0.21007 1.10004 -4.41029 0.009
O -1.21223 4.18536 0.06359 0.024
H 1.22144 2.97903 -3.61402 0.073
H 0.78905 4.55022 -1.33646 0.103
H -2.07577 1.69144 -0.24336 0.175
H -2.26649 0.60593 -2.60563 0.149
H -0.72145 0.27854 -4.47765 0.104
H -1.93929 3.79114 0.64124 0.110
C -0.67052 -6.41567 -2.15898 0.026
C -1.15538 -5.07816 -2.50660 -0.013
C -2.47731 -4.82727 -2.36028 -0.376
C -3.28402 -5.75020 -1.73546 0.004
C -2.90265 -7.06164 -1.43871 0.016
C -1.58583 -7.39404 -1.70857 -0.260
O -1.05877 -8.67997 -1.41900 0.027
O -2.89570 -3.56327 -2.50964 0.033
H 0.26267 -6.62894 -2.58078 0.080
H -0.41140 -4.38646 -2.77629 0.060
H -4.22859 -5.47349 -1.38444 0.107
H -3.64100 -7.57475 -0.93577 0.097
H -0.12878 -8.69151 -1.31405 0.070
H -2.35933 -3.11328 -3.19048 0.119
C 1.72334 -2.34494 -3.83381 -0.007
C 1.89623 -3.78570 -3.88716 -0.011
C 2.81727 -4.23722 -2.91516 -0.311
C 3.61729 -3.34553 -2.08700 0.043
C 3.54478 -1.96236 -2.26822 -0.012
C 2.58173 -1.45518 -3.08202 -0.240
O 2.34984 -0.02249 -3.01565 0.029
O 3.03250 -5.53540 -2.51354 -0.019
H 0.85519 -2.03185 -4.39723 0.091
H 1.04800 -4.36924 -4.34872 0.121
H 4.11594 -3.87172 -1.45267 0.054
H 4.05461 -1.29135 -1.63761 0.105
H 1.94655 0.40217 -3.65928 -0.018
H 3.37475 -6.02369 -3.36857 0.174
```

## Properties
Energy ... -80717.9685 eV
Net charge ... 0
Lowest unoccupied orbital energy ... -0.0179 Ha
Maximum force ... 14.47 eV/Å
E_HOMO ... -7.39 eV
2S+1 ... 1
Kohn-Sham gap ... 6.90 eV
Relative energy (zero: lowest compared OMol25 entry of this formula, charge and spin) ... 129.73 kJ/mol

---

Q: Which of these has the lowest net charge?
A: C38H24BrF5NO4P2S2SeTi